No. 1
# C26H37BN2O8S4

C26H37BN2O8S4 as an isolated structure at a distorted geometry (the ωB97M-V functional and the def2-TZVPD basis, the Open Molecules 2025 dataset).

```
78
Properties=species:S:1:pos:R:3:forces:R:3
S -2.65008 -1.71564 -0.41544 -0.348 0.230 -0.068
S -2.48089 -5.17356 -5.67581 0.022 0.104 0.207
S 1.84537 -0.79939 8.16474 0.833 1.231 -1.153
S -0.67639 2.14699 -2.12964 0.412 -0.288 0.354
O -1.35005 -1.42983 -0.97208 0.053 -0.276 0.245
O -0.48225 1.75014 -0.75229 -0.386 0.110 -0.572
O -1.73520 1.59199 -2.94067 -0.076 -0.007 0.229
O 4.69688 4.38770 3.56952 -0.183 -1.646 -0.242
O -2.76990 -6.33794 -6.47537 -0.194 0.186 0.022
O -3.48120 -4.17492 -5.38082 -0.112 -0.229 -0.170
O 5.85831 2.22857 3.20806 -0.881 0.953 0.896
O -2.81591 -2.24515 0.91899 0.415 -0.010 -0.056
N 2.43738 0.63857 8.79807 0.399 -0.945 -3.708
N 2.27019 -0.70943 6.54844 0.992 1.989 1.083
C -3.67293 -0.26334 -0.58922 -0.291 0.337 -0.301
C 3.57691 1.08314 5.14625 1.063 0.469 0.240
C -3.55831 -2.73626 -1.57463 -0.308 -0.327 -0.317
C -4.32050 -0.42106 -1.95978 0.063 -0.095 -0.163
C 0.53240 4.37357 -2.95387 0.137 0.108 0.012
C -2.16760 1.91117 1.76940 1.574 -1.263 0.797
C -0.23885 -5.76172 -4.45641 0.105 -0.044 -0.067
C 0.86781 1.96065 -3.00665 0.333 0.057 -0.328
C -4.73965 -1.89095 -2.05565 -0.230 0.059 -0.061
C -0.23606 0.00828 2.14363 1.025 1.279 0.804
C -0.75230 3.93500 -2.24525 0.012 0.535 -0.014
C -0.71883 1.42035 2.25888 1.055 0.125 0.315
C -1.02317 -4.37100 -6.34064 0.470 0.251 -0.149
C 3.41923 0.24699 3.80978 -0.928 0.728 0.446
C 0.15252 2.45529 2.83704 1.508 -3.176 -0.009
C 1.98930 0.63971 3.23387 -1.824 0.825 -0.742
C 4.25641 2.37481 5.22105 -1.396 -1.927 1.995
C 1.50058 2.04304 3.32248 -1.493 -1.009 -0.973
C 2.95469 0.48027 6.37156 -0.450 0.599 2.044
C 3.67586 2.57466 7.78331 0.709 -0.461 -3.095
C 0.97339 3.22077 -3.85805 -0.050 0.030 -0.105
C 3.01034 1.22600 7.68967 0.622 1.358 0.311
C 0.06176 -4.49709 -5.26659 0.098 0.075 0.111
C 1.09510 -0.37331 2.63241 -0.376 2.506 0.443
C -1.72993 -5.71005 -4.14635 0.278 -0.173 0.299
C 4.28464 3.08394 6.56880 -1.281 -1.116 1.122
B 4.96013 3.04332 3.91747 0.185 -0.441 0.260
H 4.16925 4.43538 2.75238 0.499 0.174 0.318
H -0.01189 -6.64746 -5.05688 -0.042 0.016 0.063
H -1.63856 4.19773 -2.82348 0.005 -0.149 0.051
H 1.05617 -4.53125 -5.71432 -0.070 0.020 0.014
H -3.06174 0.63237 -0.50406 0.123 -0.167 -0.034
H 1.31159 4.57351 -2.21280 -0.047 -0.028 -0.037
H -0.86619 -0.82637 1.69160 0.743 1.528 0.693
H 0.35801 -5.81012 -3.54471 -0.047 -0.009 -0.048
H 1.66743 1.91709 -2.26527 -0.111 -0.042 0.032
H 2.11562 2.86866 3.77179 -0.523 -1.169 -0.407
H -5.17125 0.25113 -2.08032 0.061 -0.019 0.018
H 5.97933 1.41636 3.73157 0.001 0.359 -0.407
H -3.89169 -3.64397 -1.07270 0.202 0.045 0.061
H -1.94748 -4.95772 -3.38645 -0.038 -0.027 -0.069
H -3.59437 -0.19157 -2.74428 -0.013 0.078 0.105
H -0.82357 4.35768 -1.24367 -0.120 -0.170 -0.013
H 1.46719 -1.42912 2.58898 -0.598 1.101 -0.063
H 4.78786 4.08871 6.60956 -0.593 -1.172 -0.058
H -2.70147 0.98420 1.44372 0.252 1.093 0.231
H -2.88799 -2.99022 -2.39635 0.037 0.094 0.084
H -2.14130 -6.67349 -3.84945 -0.141 0.084 -0.107
H -1.25407 -3.32944 -6.56013 -0.163 -0.128 -0.056
H 0.30045 3.14868 -4.71758 0.056 -0.038 0.028
H -5.60489 -2.06574 -1.40921 0.064 -0.007 -0.013
H 0.37550 5.29330 -3.51956 -0.006 -0.047 0.061
H 3.69990 3.15409 8.74072 -0.025 -0.769 -1.078
H -5.03002 -2.16343 -3.07156 0.052 -0.036 0.068
H -0.16491 3.52986 2.93744 0.285 -1.364 -0.161
H -2.69293 2.34369 2.66271 0.386 -0.232 -1.006
H -4.42184 -0.28596 0.20507 0.090 -0.060 0.018
H 4.24025 0.46587 3.07518 -0.949 -0.009 0.661
H 0.85160 1.04513 -3.59572 -0.131 -0.044 0.168
H 3.46547 -0.86384 4.00912 -0.232 1.244 -0.003
H 1.98702 3.36577 -4.23415 -0.062 -0.024 0.009
H -2.03367 2.64205 0.92762 -0.338 -0.742 0.904
H -0.74143 -4.89015 -7.25697 -0.152 -0.036 0.054
H 0.02937 -3.62568 -4.60609 -0.011 -0.058 -0.025
```
Positions in Å, forces in eV/Å.

Calculated values
Relative energy (zero: lowest compared OMol25 entry of this formula, charge and spin), kJ/mol: 287.5
Multiplicity: 1
Strongest force on any atom, eV/A: 3.8
Total energy, Ha: -3341.9280
Frontier orbital gap, Ha: 0.273
Molar mass, g mol⁻¹: 644.7
Lowest unoccupied orbital energy, eV: -0.7
E_HOMO, Eh: -0.29983

No. 2
# C26H37Br2N4Ti

C26H37Br2N4Ti as an isolated structure at a distorted geometry (the ωB97M-V functional and the def2-TZVPD basis, the Open Molecules 2025 dataset).

```
70
Properties=species:S:1:pos:R:3:forces:R:3
Br 3.91447 3.90381 -3.71024 -0.165 -0.049 0.119
Br 1.02969 -3.22469 -5.73346 -0.018 0.057 0.109
Ti 0.00000 0.00000 0.00000 -3.718 3.045 -2.271
N 0.20971 -1.11169 -1.67662 -0.681 0.393 0.550
N 1.18695 1.30321 -0.99123 0.679 2.077 0.708
N -1.15707 -1.44886 0.80219 0.776 -2.604 0.562
N 1.38753 -0.16912 1.45864 0.605 -0.824 2.123
C -2.27639 2.06009 1.64137 -1.021 1.839 0.116
C 2.45003 3.31615 -1.34558 5.293 -1.326 1.031
C 0.73413 -1.04402 2.44812 -0.708 -0.358 0.777
C 1.53543 0.84296 -2.22551 -0.702 -2.801 -1.840
C -1.60297 2.97907 0.85783 0.063 -0.197 -0.153
C 1.24937 -1.11623 -3.82742 -0.352 -1.400 -0.869
C 0.43612 4.17545 -1.15725 -4.421 2.200 -1.012
C -0.29572 -2.03080 1.84653 0.675 -0.405 0.020
C -1.74861 2.99147 -0.52296 0.397 0.637 -0.383
C -0.10356 -2.99408 -3.13655 -0.515 -0.201 1.040
C 0.99370 -0.49572 -2.60539 1.831 2.901 -0.042
C -1.96192 -2.49247 0.16827 -1.350 -0.434 1.331
C -1.08661 4.08672 -1.35487 -0.375 0.710 -0.003
C 1.64051 2.50639 -0.58103 2.845 -4.463 1.590
C 0.69285 -2.36883 -4.08057 1.110 1.435 -0.853
C 2.35303 1.61100 -3.05333 0.528 1.303 -0.364
C 2.19654 0.84505 2.13359 0.426 0.730 0.098
C -0.31448 -2.32445 -1.95213 0.531 -0.902 -1.031
C -3.28112 1.13939 -0.30553 -1.667 2.448 -1.609
C -3.87581 0.14112 1.90472 -8.747 2.960 2.479
C -3.13850 1.13516 1.07320 -3.620 4.966 1.129
C -2.59998 2.04819 -1.08721 -0.096 -0.300 0.030
C -2.02424 -0.39564 1.32942 11.092 -6.013 -1.606
C -1.40456 3.96815 -2.85097 0.041 -0.067 0.169
C 2.21231 -0.92554 0.51684 5.782 1.344 3.764
C 2.80446 2.84905 -2.59957 0.421 -1.030 -0.500
H -2.47698 4.03603 -3.04783 0.076 0.048 0.002
H -0.96813 3.71386 1.32315 0.125 0.194 0.206
H 1.57384 1.45915 2.79376 -0.027 -0.292 -0.096
H -0.54779 -3.96696 -3.30842 0.047 0.110 0.000
H 1.86799 -0.65230 -4.58504 -0.068 0.003 0.113
H -1.44466 0.44890 1.71484 0.748 -1.295 -0.058
H 1.32020 2.80431 0.41332 0.440 -0.588 -0.186
H 2.64693 1.27236 -4.03875 -0.076 0.002 0.119
H -4.16728 0.56276 2.86759 -0.287 0.240 0.028
H 3.00121 0.40199 2.73145 -0.105 -0.102 -0.042
H 2.99749 -1.49684 1.02526 0.602 -0.469 0.518
H -3.94341 0.42276 -0.76296 -0.176 -0.186 -0.180
H -0.89979 -2.45503 2.65974 0.092 0.041 0.111
H 0.26837 -2.86660 1.41240 -0.202 -0.044 -0.136
H 1.41976 -1.02026 -0.20714 -7.856 9.200 -6.193
H 0.95727 3.36369 -1.66554 -3.885 2.194 -1.161
H -1.31808 -3.25387 -0.28629 -1.259 -0.651 2.323
H -0.92774 -2.75071 -1.16328 1.827 0.976 -3.036
H -2.75162 2.03032 -2.15250 -0.037 -0.048 -0.146
H -2.12930 2.04988 2.70986 -0.123 0.077 0.274
H 0.82912 5.10083 -1.57731 -0.100 0.163 -0.157
H 0.19980 -0.41704 3.17395 0.280 0.140 -0.193
H 2.64477 1.52986 1.40486 -0.020 -0.381 0.110
H -3.26264 -0.74155 2.09243 -19.936 1.210 -0.045
H 0.71929 4.15279 -0.10566 -0.665 0.954 -0.446
H -4.78951 -0.18502 1.40275 -0.248 0.285 -0.071
H -0.90327 4.74376 -3.43343 -0.031 0.026 0.162
H -2.65889 0.01218 0.53431 2.625 -3.888 -0.268
H -1.05107 3.00736 -3.23353 0.041 -0.031 -0.047
H -2.56757 -2.07395 -0.64351 0.091 0.016 0.235
H -1.52303 5.03572 -0.99111 -0.003 -0.240 -0.107
H 2.69248 -0.25004 -0.20052 0.491 -0.157 0.074
H 2.78732 4.27434 -0.96935 -0.075 -0.204 -0.152
H -2.63279 -2.98730 0.87984 -0.049 0.110 0.222
H 1.61121 -1.61935 -0.07896 3.464 -11.314 1.984
H 1.47974 -1.61195 3.02028 -0.061 -0.048 -0.022
H -2.67552 -0.76255 2.13100 19.400 -1.720 1.054
```
Positions in Å, forces in eV/Å.

Calculated values
Relative energy (zero: lowest compared OMol25 entry of this formula, charge and spin), kJ/mol: 0.0
Multiplicity: 3
Strongest force on any atom, eV/A: 20.0
Total energy, Ha: -7228.2333
Charge: +1
Frontier orbital gap (spin up / spin down), Ha: 0.170 / 0.174
Molar mass, g mol⁻¹: 613.3
Lowest unoccupied orbital energy (spin up / spin down), eV: -2.8 / -2.9
E_HOMO (spin up / spin down), Eh: -0.27197 / -0.27864

No. 3
# C26H37GdN2O4P2

C26H37GdN2O4P2 as an isolated structure at a distorted geometry (the ωB97M-V functional and the def2-TZVPD basis, the Open Molecules 2025 dataset).

```
72
Properties=species:S:1:pos:R:3:forces:R:3
Gd 0.98859 1.64650 0.00953 -0.334 0.202 1.154
P -3.05349 -0.35620 -1.88432 -0.820 2.703 -1.316
P 2.77962 -0.36097 -1.06624 0.553 0.009 -0.317
O -1.34822 2.24860 0.15584 0.220 0.681 1.317
O -2.66763 -3.58532 -4.44189 1.249 0.674 0.937
O -1.48064 -1.28592 -1.15296 2.922 -0.365 -0.039
O 0.14946 3.02769 1.62653 -1.933 -0.273 -0.738
N -0.60709 0.00224 1.76662 -1.001 -0.303 -0.030
N 0.33823 1.23564 -2.31052 -0.367 -1.008 -1.753
C 0.41677 1.45824 -5.14095 1.008 0.619 1.088
C 2.89784 -2.05610 2.65916 0.093 0.026 -0.352
C 1.59555 1.52094 -4.36807 -0.987 -0.832 0.574
C 2.82784 1.16346 -2.15714 -0.455 0.092 -0.830
C 0.53664 -0.74038 2.22410 -0.258 0.390 -0.339
C 1.53280 1.29190 -2.97582 -0.247 0.469 -0.609
C 4.51085 -0.38886 -0.45163 0.051 -0.244 0.327
C -2.08906 0.00589 3.81161 0.310 -0.187 -0.204
C 2.60742 -0.91119 3.38695 0.015 0.027 1.096
C 1.12766 1.07533 3.92720 0.213 0.340 0.298
C -1.54805 0.62343 2.68986 0.407 0.401 0.588
C -1.03273 2.54368 1.36469 1.923 0.195 -0.675
C 0.83178 -1.88451 1.47388 0.044 0.348 0.221
C 3.57240 -0.50920 4.48720 0.628 0.328 0.053
C 2.76326 -1.76090 -2.26424 -0.188 -0.007 -0.053
C -1.76399 1.98428 2.50648 -0.773 0.386 0.065
C -3.07857 2.11198 4.49121 0.329 0.242 0.452
C -2.82851 0.75139 4.72678 -0.376 0.213 -0.404
C 1.41538 -0.19187 3.18096 -0.075 -0.783 -0.606
C -0.78601 1.27726 -4.46088 -0.020 -0.385 0.457
C -3.54581 -1.19725 -3.39554 -0.974 1.042 -0.814
C 2.04444 -2.51882 1.67312 -0.482 0.308 0.043
C -0.82005 1.17537 -3.05883 0.630 0.581 0.079
C -3.95845 -0.22821 -0.36251 -0.728 0.030 0.171
C -2.19207 1.18575 -2.36035 1.629 -0.502 1.199
C -2.51896 2.75554 3.38258 -0.353 -0.190 0.007
H -2.21970 1.90440 -1.52575 0.161 -0.516 -0.216
H 2.57098 1.64955 -4.79923 0.129 0.082 -0.308
H 0.21938 1.03455 4.53532 0.203 -0.139 0.007
H 2.22623 -1.50678 -3.18946 0.069 -0.061 0.277
H 4.45112 -0.76032 0.58653 0.313 0.255 -0.382
H -3.09564 -4.15624 -5.04123 -0.847 -1.199 -1.186
H -3.62213 2.70047 5.24170 0.109 -0.346 -0.452
H -1.71783 1.20918 -5.01323 0.083 0.127 0.063
H 2.94930 2.09835 -1.53165 0.313 -0.709 -0.477
H 2.24890 -2.59282 -1.76865 0.136 0.056 -0.216
H 4.96924 0.61695 -0.48003 -0.215 -0.519 0.116
H 0.99872 1.92663 3.26149 -0.076 -0.048 -0.049
H 3.15256 -0.56843 5.52111 0.169 -0.035 -0.894
H 0.47255 1.65607 -6.21034 -0.183 -0.267 0.220
H -0.87848 -1.18428 -1.95206 -0.440 -0.494 1.127
H -1.84491 -3.31466 -4.86110 0.065 -0.353 -0.261
H -2.87992 -2.07178 -3.71160 -1.271 1.335 0.760
H -3.25213 0.25899 5.60000 0.157 0.176 -0.140
H -4.98782 -0.02690 -0.66434 -0.255 -0.404 0.528
H -2.39267 -1.72006 -1.51734 1.229 -2.139 0.486
H 2.29648 -3.34293 1.04296 0.229 -0.615 -0.086
H -2.87307 1.51028 -3.06332 -1.472 1.102 -1.748
H -3.80112 -1.12646 0.25596 -0.513 0.184 -0.367
H 3.82389 -2.57662 2.85096 0.091 -0.055 0.034
H 3.78243 -2.07861 -2.52553 -0.330 0.162 0.058
H -1.16915 -0.55207 1.10955 0.650 0.109 0.231
H -3.58565 -0.42062 -4.23305 -0.129 -1.026 0.896
H -2.67611 3.82678 3.16480 0.112 -0.713 0.358
H -4.58204 -1.53830 -3.16013 0.662 -0.187 -0.603
H 1.96716 1.33792 4.57266 -0.211 -0.137 0.024
H 5.11400 -1.10018 -1.04601 -0.212 0.484 0.282
H 3.68504 1.05360 -2.84576 -0.347 0.473 0.344
H 3.93087 0.52901 4.33613 -0.215 -0.463 0.165
H 4.47711 -1.14364 4.43246 -0.524 0.241 0.184
H -3.64467 0.61341 0.25228 0.351 0.298 -0.289
H -1.84801 -1.04230 3.97423 -0.166 0.104 0.156
H 0.11794 -2.21159 0.70924 0.319 0.011 0.311
```
Positions in Å, forces in eV/Å.

Calculated values
Relative energy (zero: lowest compared OMol25 entry of this formula, charge and spin), kJ/mol: 0.0
Multiplicity: 8
Strongest force on any atom, eV/A: 3.1
Total energy, Ha: -2871.1749
Charge: +2
Frontier orbital gap (spin up / spin down), Ha: 0.261 / 0.195
Molar mass, g mol⁻¹: 660.8
Lowest unoccupied orbital energy (spin up / spin down), eV: -5.9 / -6.1
E_HOMO (spin up / spin down), Eh: -0.47845 / -0.42104

- What is the molar mass in the first record?
  644.7 g mol⁻¹